(1)
30
Properties=species:S:1:pos:R:3 method="wB97M-V/def2-TZVPD" total_energy_ha=-1197.2052 de_lowest_kcal_mol=5.2 lumo_energy_ev=0.250 total_charge=0 smiles="N[C@@H](CCC(=O)O)C(=O)N[C@@H](CS)C(=O)O"
N 0.825 2.994 -0.284
C 1.280 1.673 -0.708
C 2.505 1.120 0.031
C 3.173 -0.074 -0.691
C 3.490 -1.233 0.255
O 4.611 -1.650 0.442
O 2.430 -1.777 0.859
C 0.073 0.715 -0.564
O 0.194 -0.457 -0.230
N -1.117 1.278 -0.832
C -2.351 0.721 -0.317
C -2.934 -0.426 -1.165
S -2.522 -2.148 -0.741
C -2.216 0.554 1.217
O -1.570 1.356 1.846
O -2.906 -0.415 1.810
H 1.548 3.678 -0.447
H 0.654 3.007 0.726
H 1.506 1.703 -1.787
H 3.224 1.933 0.124
H 2.224 0.843 1.051
H 4.095 0.209 -1.161
H 2.514 -0.448 -1.470
H 1.598 -1.330 0.558
H -1.061 2.283 -0.897
H -3.104 1.549 -0.436
H -4.030 -0.388 -1.127
H -2.667 -0.238 -2.209
H -1.202 -1.937 -0.606
H -3.084 -1.149 1.172

***

(2)
54
Properties=species:S:1:pos:R:3 method="wB97M-V/def2-TZVPD" spin_multiplicity=3 total_energy_ha=-4632.4424 s_squared=2.03 de_lowest_kcal_mol=11.6 lumo_energy_ev="0.044 / -2.520" total_charge=0
Pt -0.031 -0.630 -0.208
O -4.582 -1.033 0.389
C -4.728 0.303 0.536
C -6.007 0.779 0.549
C -6.300 2.077 0.851
C -5.275 2.964 1.059
C -3.977 2.560 0.754
C -3.658 1.207 0.527
C -2.341 0.759 -0.063
O -1.871 -0.467 0.460
N -1.244 1.823 0.135
N -0.079 1.303 -0.149
C 1.070 2.074 -0.083
C 2.279 1.569 -0.345
Br 2.419 -0.302 -0.585
C 3.579 2.206 -0.181
C 4.083 3.552 -0.432
C 5.391 3.844 0.034
C 5.982 5.101 -0.086
C 5.217 6.136 -0.642
C 3.904 5.851 -1.106
C 3.326 4.599 -0.949
H -3.660 -1.232 0.532
H -6.785 0.060 0.515
H -7.336 2.442 1.031
H -5.449 3.957 1.367
H -3.161 3.265 0.885
H -2.526 0.788 -1.149
H -1.434 2.755 -0.210
H 0.933 3.132 0.164
H 4.422 1.524 0.043
H 6.005 2.993 0.336
H 6.987 5.247 0.289
H 5.525 7.160 -0.619
H 3.280 6.677 -1.457
H 2.294 4.437 -1.231
O 1.541 -1.971 2.489
C 2.278 -2.819 2.476
O 2.186 -3.048 -0.661
C 1.060 -3.433 -0.370
N -0.046 -2.645 -0.167
S -1.437 -3.496 -0.290
O -2.023 -3.221 -1.610
O -2.286 -3.321 0.841
C -0.650 -5.071 -0.336
C -1.209 -6.340 -0.277
C -0.327 -7.377 -0.266
C 1.067 -7.184 -0.499
C 1.610 -5.926 -0.606
C 0.693 -4.860 -0.468
H -2.295 -6.437 -0.012
H -0.736 -8.446 -0.036
H 1.655 -8.139 -0.500
H 2.667 -5.745 -0.668

***

(3)
13
Properties=species:S:1:pos:R:3 method="wB97M-V/def2-TZVPD" total_energy_ha=-340.7282 de_lowest_kcal_mol=41.8 lumo_energy_ev=0.638 total_charge=0 smiles=Cc1ncc(O)[nH]1
C 1.991 -0.220 0.171
C 0.786 0.363 -0.520
N 0.169 -0.253 -1.503
C -1.169 -0.288 -1.151
C -1.317 0.286 0.088
O -2.226 0.239 1.087
N -0.126 0.872 0.372
H 2.139 -1.214 -0.258
H 1.611 -0.420 1.186
H 2.915 0.352 0.258
H -1.921 -0.808 -1.730
H -3.011 -0.220 0.772
H 0.162 1.310 1.229

***

(4)
13
Properties=species:S:1:pos:R:3 method="wB97M-V/def2-TZVPD" total_energy_ha=-989.7063 de_lowest_kcal_mol=28.5 lumo_energy_ev=0.075 total_charge=0 smiles=CSS.O.O
C 2.465 -0.124 -1.878
S 1.017 -1.252 -2.408
S -0.688 -0.867 -1.065
H 3.322 -0.630 -2.145
H 2.687 -0.126 -0.748
H 2.276 0.845 -2.209
H -0.066 -0.164 -0.137
O -3.116 0.041 1.453
H -3.047 -0.965 1.513
H -3.165 0.264 0.464
O -0.288 0.863 2.186
H -1.056 0.353 2.471
H -0.341 1.761 2.504

***

(5)
104
Properties=species:S:1:pos:R:3 method="wB97M-V/def2-TZVPD" spin_multiplicity=3 total_energy_ha=-3086.7612 s_squared=2.01 de_lowest_kcal_mol=33.6 lumo_energy_ev="-11.614 / -11.527" total_charge=+4
W -0.565 -0.283 0.185
C 2.269 -0.224 2.264
O 0.889 -0.679 2.078
C 0.164 -0.461 3.311
C -0.461 0.870 3.179
O -1.362 0.773 2.040
C -2.745 0.694 2.503
H 2.277 0.731 2.788
H 2.739 -0.090 1.306
H 2.792 -0.973 2.854
H 0.825 -0.538 4.172
H -0.593 -1.230 3.381
H 0.270 1.635 2.946
H -1.008 1.173 4.070
H -2.987 1.632 2.995
H -2.844 -0.136 3.201
H -3.397 0.548 1.658
C 4.705 -0.907 -1.696
O 3.472 -0.266 -1.212
C 2.431 -0.953 -0.859
O 1.447 -0.251 -0.468
N 2.483 -2.285 -0.905
N 1.397 -3.042 -0.453
H 5.349 -0.088 -1.982
H 4.483 -1.528 -2.562
H 5.163 -1.471 -0.884
H 3.379 -2.732 -1.048
H 1.569 -3.373 0.490
H 1.295 -3.854 -1.053
N -0.635 -1.272 -1.808
N -1.894 -1.714 -2.265
C -2.985 -1.048 -1.872
N -4.135 -1.299 -2.459
S -2.873 0.126 -0.636
H -0.301 -0.502 -2.397
H 0.008 -2.059 -1.869
H -1.905 -2.348 -3.053
H -4.228 -1.920 -3.252
H -4.976 -0.835 -2.147
O -0.389 1.269 -1.165
P 0.032 2.772 -1.589
C 1.657 2.508 -2.338
C 1.571 1.481 -3.502
C 1.353 2.102 -4.880
C 2.458 3.115 -5.176
C 2.474 4.228 -4.134
C 2.591 3.687 -2.708
C -0.003 3.737 -0.051
C 0.085 5.293 -0.043
C 1.482 5.900 0.112
C 2.252 5.250 1.253
C 2.343 3.741 1.032
C 0.941 3.131 1.013
C -1.269 3.299 -2.714
C -0.965 4.608 -3.499
C -2.268 5.265 -3.956
C -3.125 5.740 -2.774
C -3.057 4.770 -1.575
C -2.657 3.362 -2.014
H 2.118 1.993 -1.486
H 0.806 0.724 -3.291
H 2.530 0.958 -3.523
H 0.376 2.588 -4.937
H 1.355 1.311 -5.631
H 2.328 3.535 -6.173
H 3.424 2.597 -5.176
H 1.584 4.845 -4.236
H 3.321 4.891 -4.308
H 2.478 4.499 -2.001
H 3.608 3.305 -2.572
H -1.036 3.486 0.225
H -0.506 5.607 0.822
H -0.407 5.714 -0.915
H 1.365 6.969 0.293
H 2.053 5.813 -0.808
H 1.738 5.444 2.202
H 3.249 5.682 1.336
H 2.935 3.279 1.826
H 2.859 3.540 0.086
H 0.474 3.312 1.985
H 1.011 2.047 0.881
H -1.286 2.466 -3.429
H -0.357 4.378 -4.365
H -0.397 5.321 -2.893
H -2.825 4.554 -4.573
H -2.030 6.106 -4.604
H -4.157 5.854 -3.101
H -2.801 6.732 -2.460
H -4.026 4.723 -1.078
H -2.355 5.138 -0.826
H -3.399 3.000 -2.730
H -2.690 2.683 -1.167
S -1.722 -2.359 0.935
C -1.947 -3.107 2.526
N -3.241 -3.323 2.874
C -3.628 -3.994 3.978
C -2.680 -4.484 4.842
C -1.343 -4.300 4.522
C -0.979 -3.621 3.357
H -3.958 -2.992 2.238
H -4.694 -4.116 4.121
H -2.985 -5.018 5.732
H -0.574 -4.702 5.172
H 0.061 -3.529 3.078

***

(6)
107
Properties=species:S:1:pos:R:3 method="wB97M-V/def2-TZVPD" total_energy_ha=-4622.9033 lumo_energy_ev=-5.070 total_charge=+1
C -2.947 -3.412 -2.764
C -1.598 -4.072 -3.195
C -0.379 -3.152 -2.952
C -0.454 -1.822 -3.760
C 0.427 -0.685 -3.156
C -0.233 0.718 -3.142
C -1.634 0.806 -2.478
C -1.614 1.428 -1.036
C -2.560 0.695 -0.032
C -1.815 -0.205 1.005
C -0.842 -1.078 0.162
C -0.905 0.712 1.931
C -1.433 2.153 2.113
Cl -0.529 3.440 1.306
C -2.484 2.565 2.833
C -2.895 4.026 2.911
Cl -3.457 1.430 3.744
C -0.436 -0.017 3.233
P 0.260 1.286 4.395
S 1.779 2.198 3.591
N -1.453 -0.943 3.869
C -0.865 -1.821 4.900
C -1.904 -2.627 5.669
C -1.415 -3.719 6.393
C -2.234 -4.571 7.114
C -3.613 -4.315 7.106
C -4.091 -3.218 6.415
C -3.269 -2.357 5.682
C -1.986 -1.678 2.845
N -1.690 -2.994 2.743
N -2.730 -0.943 1.927
C -3.820 -1.653 1.364
F -3.549 -2.424 0.300
F -4.321 -2.481 2.330
F -4.841 -0.861 1.027
H -2.805 -2.393 -2.377
H -3.711 -3.451 -3.550
H -3.358 -3.998 -1.925
H -1.675 -4.401 -4.239
H -1.460 -4.968 -2.570
H 0.502 -3.719 -3.302
H -0.205 -2.978 -1.877
H -0.015 -2.073 -4.741
H -1.495 -1.535 -3.957
H 0.798 -1.027 -2.176
H 1.320 -0.597 -3.796
H 0.449 1.421 -2.633
H -0.262 1.054 -4.190
H -2.220 1.517 -3.085
H -2.174 -0.148 -2.532
H -1.951 2.468 -1.104
H -0.568 1.457 -0.698
H -3.134 -0.023 -0.647
H -3.310 1.342 0.439
H 0.015 -0.531 -0.237
H -0.465 -1.984 0.657
H -1.406 -1.433 -0.715
H 0.011 0.847 1.341
H -3.258 4.317 1.909
H -2.066 4.701 3.145
H -3.751 4.119 3.589
H 0.443 -0.633 2.966
H 0.770 0.610 5.533
H -0.743 2.148 4.887
H -0.378 -1.165 5.641
H -0.049 -2.458 4.524
H -0.341 -3.930 6.388
H -1.823 -5.430 7.643
H -4.291 -4.979 7.644
H -5.168 -3.041 6.422
H -3.678 -1.507 5.134
H -2.348 -3.720 3.003
H -0.815 -3.317 2.350
C -0.847 6.260 -5.599
O 0.227 6.071 -6.515
P 0.961 4.589 -6.609
O 0.456 3.945 -5.358
O 2.445 5.234 -6.419
C 2.696 6.575 -6.010
O 1.680 3.230 -7.263
C 2.205 3.348 -8.600
H -1.250 7.258 -5.776
H -1.636 5.528 -5.758
H -0.479 6.212 -4.576
H 2.262 6.775 -5.030
H 2.322 7.281 -6.747
H 3.776 6.696 -5.938
H 3.008 4.086 -8.634
H 1.415 3.629 -9.298
H 2.604 2.379 -8.893
C 7.896 -1.310 3.004
O 6.974 -0.807 2.038
P 5.396 -1.295 2.099
O 5.495 -2.470 3.014
O 5.364 -1.729 0.531
C 6.522 -1.860 -0.290
O 3.725 -1.193 2.086
C 3.138 -0.067 1.412
H 8.839 -0.784 2.853
H 7.548 -1.125 4.017
H 8.062 -2.373 2.843
H 7.207 -2.605 0.114
H 7.021 -0.902 -0.410
H 6.189 -2.197 -1.271
H 3.378 -0.084 0.346
H 3.483 0.865 1.853
H 2.058 -0.131 1.530

***

(7)
20
Properties=species:S:1:pos:R:3 method="wB97M-V/def2-TZVPD" total_energy_ha=-548.6750 de_lowest_kcal_mol=91.8 lumo_energy_ev=-0.815 total_charge=0 smiles="CCCc1c[nH]c([N+](=O)[O-])n1"
C -1.750 0.728 -2.639
C -1.544 -0.733 -2.384
C -2.006 -1.162 -0.981
C -0.890 -1.055 0.025
C -0.707 -1.907 1.091
N 0.461 -1.464 1.749
C 0.923 -0.362 1.071
N 2.069 0.349 1.429
O 2.409 1.290 0.730
O 2.716 -0.010 2.432
N 0.104 -0.115 0.057
H -2.809 0.990 -2.564
H -1.133 1.379 -2.017
H -1.404 0.922 -3.665
H -0.489 -0.986 -2.562
H -2.104 -1.290 -3.128
H -2.314 -2.192 -1.017
H -2.877 -0.630 -0.582
H -1.254 -2.776 1.359
H 0.966 -1.868 2.539

***

(8)
44
Properties=species:S:1:pos:R:3 method="wB97M-V/def2-TZVPD" total_energy_ha=-1050.5275 de_lowest_kcal_mol=161.8 lumo_energy_ev=-3.239 total_charge=+1
N -0.268 -0.211 -0.288
H -1.226 -0.528 -0.141
H 0.470 -0.915 -0.391
H -0.171 0.729 0.409
H -0.379 0.130 -1.213
O 0.242 -0.012 3.285
H 0.600 0.845 3.169
H -0.644 0.206 2.991
O 2.574 1.034 -1.796
H 1.984 1.527 -2.230
H 2.824 1.410 -0.990
O -2.218 0.024 2.145
H -2.912 -0.606 2.623
H -2.614 0.892 2.369
O 1.881 -1.513 -3.031
H 2.612 -2.128 -3.283
H 2.290 -0.718 -2.688
O -0.389 -3.055 -1.631
H -1.002 -2.985 -2.505
H 0.298 -3.603 -1.927
O 0.226 -2.483 2.099
H 0.293 -1.675 2.573
H 0.735 -2.894 2.731
O 3.284 -0.411 1.295
H 3.042 -1.387 0.994
H 4.319 -0.385 1.339
O 0.767 2.640 2.747
H 1.344 2.269 2.078
H 1.290 2.896 3.696
O 2.564 1.996 0.763
H 2.639 1.085 0.918
H 3.392 2.398 0.971
O 0.183 1.300 -3.462
H 0.248 0.598 -4.112
H -0.818 1.768 -3.330
O -3.894 -2.813 -0.079
H -3.441 -1.932 -0.515
H -3.065 -2.988 0.584
O -3.557 -0.191 -1.370
H -3.258 0.383 -2.027
H -4.500 -0.236 -1.489
O -2.011 2.842 -0.293
H -1.656 3.474 0.254
H -2.080 3.222 -1.241

***

(9)
30
Properties=species:S:1:pos:R:3 method="wB97M-V/def2-TZVPD" total_energy_ha=-1436.9139 de_lowest_kcal_mol=37.5 lumo_energy_ev=-0.401 total_charge=0 smiles="Cc1c(C)c(C)c(S(=O)(=O)Cl)c(C)c1C"
C -0.027 0.041 2.958
C 0.036 0.109 1.477
C -1.155 0.553 0.785
C -2.465 0.979 1.575
C -1.232 0.413 -0.596
C -2.350 0.955 -1.469
C -0.128 -0.187 -1.270
S -0.258 -0.702 -3.080
O -1.679 -0.922 -3.488
O 0.349 0.266 -4.008
Cl 0.748 -2.503 -3.341
C 1.175 -0.424 -0.623
C 2.422 -0.922 -1.356
C 1.226 -0.339 0.780
C 2.613 -0.286 1.436
H -1.015 -0.243 3.317
H 0.297 0.961 3.446
H 0.610 -0.858 3.177
H -3.313 0.195 1.411
H -2.244 1.374 2.615
H -2.967 1.847 1.216
H -2.834 1.835 -0.975
H -3.161 0.295 -1.683
H -2.095 1.183 -2.520
H 3.250 -0.273 -1.202
H 2.469 -0.672 -2.428
H 2.745 -1.950 -1.103
H 2.739 0.697 1.814
H 2.715 -1.031 2.215
H 3.530 -0.388 0.920